Here is a structure of composition C5H4O4 at a distorted geometry from OMol25. Energies are from ωB97M-V/def2-TZVPD.

```
13
Properties=species:S:1:pos:R:3:forces:R:3
C -0.98527 1.58395 -1.39740 1.6207 0.8477 0.6690
C 0.33850 1.83163 -1.30913 0.0064 0.5881 -0.9952
C 1.44689 0.25578 -3.06289 1.0647 1.0585 0.7183
C 0.47074 0.73128 -2.33909 -0.8261 1.0616 1.0116
C 0.58585 -0.11126 1.08696 0.0149 -0.5935 -0.9814
O -0.92200 0.56954 -2.27333 -0.8213 -2.3481 -1.6222
O 2.54456 0.15288 -3.43524 -0.4021 -0.7935 -0.6023
O -0.12177 -0.96273 1.54003 -0.0406 -0.1533 0.3248
O 1.72498 -0.42542 0.37956 -1.2514 -1.0336 0.6047
H -1.89337 1.91946 -0.98434 -0.8775 0.2787 0.2718
H 0.26174 0.93868 1.06579 0.9279 -0.0657 0.1426
H 0.91548 2.71229 -1.05574 0.1192 -0.5039 0.2678
H 1.63546 -1.42923 0.29873 0.4652 1.6569 0.1906
```
Positions in Å, forces in eV/Å.

Computed properties:
Kohn-Sham gap: 8.43 eV
Highest occupied orbital energy: -8.973 eV
Energy relative to the best compared isomer or geometry (same formula, charge and spin): 344.0 kJ/mol
Spin multiplicity: 1